The following is a DFT calculation (ωB97M-V/def2-TZVPD) of C4H8O2SSi in the gas phase in a non-equilibrium geometry.

HOMO = -9.59 eV
Kohn-Sham gap = 10.115 eV
max |F| = 5.084 eV Å⁻¹
structure (SMILES) = C[Si]1(C)OC(=O)CS1

Geometry (Å):
1 C 0.99677 1.53281 0.91221
2 Si -0.02637 0.03213 0.48237
3 C 0.09937 -1.13155 2.03348
4 O 0.61340 -0.84815 -0.81566
5 C 0.06664 -0.73361 -2.02227
6 O 0.65130 -0.99276 -3.02809
7 C -1.31257 -0.06160 -2.04753
8 S -1.94885 0.50722 -0.37995
9 H 1.92036 1.26218 1.41900
10 H 1.08905 2.20979 0.05930
11 H 0.37104 2.02864 1.81053
12 H 1.20817 -1.08697 2.23312
13 H -0.43287 -0.62381 2.71409
14 H -0.20599 -2.12385 1.82556
15 H -1.08661 0.72774 -2.73070
16 H -2.00283 -0.69821 -2.46546

Forces on the atoms, in the same order (eV/Å):
-1.958 0.543 1.886
0.422 -1.104 0.943
3.055 0.588 -4.021
0.195 0.105 0.588
-0.271 0.601 0.163
-0.014 -0.455 -0.324
1.708 0.798 1.620
0.788 -0.323 -0.678
0.296 0.021 -0.461
0.206 0.122 0.426
1.156 -0.691 -2.136
-1.137 -0.183 0.130
-1.888 1.343 3.082
-0.445 -0.877 0.036
-0.519 0.957 -0.284
-1.596 -1.444 -0.970

=====

The following is a DFT calculation (ωB97M-V/def2-TZVPD) of C4H8O2Se in the gas phase in a non-equilibrium geometry.

HOMO = -8.54 eV
Kohn-Sham gap = 9.266 eV
max |F| = 4.815 eV Å⁻¹
structure (SMILES) = O/C=C/C[Se]CO

Geometry (Å):
1 O 2.95998 -0.40211 -0.86969
2 C 1.91163 -0.05065 0.05718
3 C 1.02891 0.82150 -0.33012
4 C 0.08510 1.37200 0.64459
5 Se -1.85273 1.07533 0.18495
6 C -2.20074 -0.93238 0.39252
7 O -2.13630 -1.70051 -0.82654
8 H 2.85537 0.12149 -1.65609
9 H 1.96590 -0.63425 0.91868
10 H 1.01806 1.16859 -1.40632
11 H 0.35322 1.05964 1.72458
12 H 0.15402 2.53488 0.63871
13 H -3.38562 -0.88951 0.64710
14 H -1.49269 -1.45067 1.02325
15 H -1.26412 -2.09335 -1.14282

Forces on the atoms, in the same order (eV/Å):
-1.024 -0.669 2.131
2.834 -0.620 -3.843
-0.956 0.969 -0.823
-0.730 1.706 1.465
0.490 -0.890 0.448
-1.514 0.061 -1.812
0.377 -0.134 -0.716
-0.147 0.413 -0.434
0.169 -0.440 1.452
0.001 -0.187 1.436
-0.661 0.332 -1.757
-0.273 -1.925 0.053
3.173 -0.477 -0.167
-0.350 0.556 1.191
-1.388 1.307 1.375

=====

The following is a DFT calculation (ωB97M-V/def2-TZVPD) of a molecular structure, C4H8O2Tl in a non-equilibrium geometry.

charge = +1
HOMO = -12.81 eV
Kohn-Sham gap = 8.554 eV
max |F| = 3.025 eV Å⁻¹

Geometry (Å):
1 H 2.24745 0.58063 -0.05885
2 C 1.14217 0.60629 -0.13120
3 H 1.38599 1.33941 -0.91288
4 H 0.00767 1.43865 -0.00395
5 C -0.58616 0.59365 -1.87488
6 O -1.20986 1.32260 -0.99835
7 Tl -2.91748 0.67424 0.48625
8 H -0.77258 -0.49229 -1.90051
9 H -0.08934 1.15460 -2.68301
10 O -0.61148 -2.10550 1.54276
11 C -0.56296 -0.89009 1.09354
12 C 0.84944 -0.47225 0.91185
13 H -1.50847 -2.34659 1.81138
14 H 1.52051 -1.34239 0.80782
15 H 1.10510 -0.06095 1.91003

Forces on the atoms, in the same order (eV/Å):
0.256 1.005 1.439
-0.906 1.601 0.478
-1.671 -1.170 -1.667
2.828 -0.471 0.967
-1.026 1.538 1.561
1.599 -1.250 -2.055
-0.419 -0.224 0.542
0.311 0.409 -0.195
-0.067 -0.701 0.171
0.380 0.256 0.174
-0.529 0.041 -0.031
-0.363 -1.234 -0.807
-0.114 -0.115 -0.140
-0.226 0.168 -0.098
-0.054 0.146 -0.337

=====

The following is a DFT calculation (ωB97M-V/def2-TZVPD) of C4H8O3 in the gas phase in a non-equilibrium geometry.

HOMO = -10.43 eV
Kohn-Sham gap = 11.017 eV
max |F| = 2.692 eV Å⁻¹
structure (SMILES) = C[C@H](O)CC(=O)O

Geometry (Å):
1 C 1.70189 0.52849 -0.65894
2 C 0.29784 0.48825 -0.15194
3 O 0.24475 0.65866 1.30170
4 C -0.50804 -0.82078 -0.41964
5 C -1.89931 -0.93455 0.22733
6 O -2.40515 -1.94554 0.60480
7 O -2.34402 0.27718 0.67685
8 H 2.39869 -0.17771 -0.20732
9 H 1.70876 0.17031 -1.71055
10 H 2.06183 1.56033 -0.59392
11 H -0.29139 1.31290 -0.61960
12 H 1.16031 0.81874 1.54091
13 H 0.09038 -1.54562 0.13681
14 H -0.49638 -0.94584 -1.49695
15 H -1.72016 0.55517 1.37045

Forces on the atoms, in the same order (eV/Å):
0.193 -0.551 -1.258
-2.607 -0.003 0.673
0.540 0.207 -0.940
1.142 0.417 0.285
1.453 0.769 1.629
-0.208 -0.282 -1.092
-0.758 0.197 -0.064
-0.121 0.096 0.612
-0.063 0.680 0.335
0.228 -0.300 -0.126
0.525 -0.288 0.429
-0.051 0.106 0.539
-0.118 -0.654 -0.645
-0.195 -0.628 -0.109
0.039 0.234 -0.270

=====

The following is a DFT calculation (ωB97M-V/def2-TZVPD) of C4H8O3 in the gas phase.

HOMO = -10.29 eV
Kohn-Sham gap = 11.162 eV
max |F| = 0.509 eV Å⁻¹
structure (SMILES) = C[C@@H](O)COC=O

Geometry (Å):
1 C 0.56838 1.62926 -1.09659
2 C 0.43750 0.25792 -0.45383
3 O 1.71260 -0.11610 0.01317
4 C -0.59856 0.27765 0.68692
5 O -1.54129 -0.81534 0.63324
6 C -1.04032 -2.03290 0.78937
7 O 0.12736 -2.30860 0.94102
8 H 0.82100 2.38625 -0.34619
9 H -0.36982 1.91530 -1.58396
10 H 1.36401 1.61127 -1.84572
11 H 0.07563 -0.45376 -1.21434
12 H 1.60251 -0.99020 0.42029
13 H -1.23666 1.16249 0.64909
14 H -0.07244 0.25180 1.64685
15 H -1.84990 -2.77505 0.76068

Forces on the atoms, in the same order (eV/Å):
0.012 0.041 -0.022
-0.300 0.180 -0.116
0.040 -0.244 0.062
0.093 0.179 0.037
0.031 -0.150 0.016
0.310 -0.169 0.051
-0.483 0.157 -0.041
-0.017 -0.104 -0.078
0.136 -0.029 0.081
-0.107 0.002 0.099
0.064 0.073 0.102
0.085 0.121 -0.037
0.107 -0.114 -0.045
-0.072 0.005 -0.118
0.103 0.051 0.010

=====

The following is a DFT calculation (ωB97M-V/def2-TZVPD) of C4H8O3 in the gas phase in a non-equilibrium geometry.

HOMO = -9.81 eV
Kohn-Sham gap = 10.269 eV
max |F| = 2.617 eV Å⁻¹
structure (SMILES) = C[C@](O)(C=O)CO

Geometry (Å):
1 C 1.21449 -0.63936 0.57397
2 C 0.26571 0.16682 -0.30466
3 O 0.86220 0.63200 -1.49558
4 C -0.41732 1.30712 0.44226
5 O -1.06762 1.13061 1.46190
6 C -0.99803 -0.62857 -0.71781
7 O -1.64559 -1.22186 0.33644
8 H 0.67299 -1.06512 1.41504
9 H 1.64285 -1.45028 -0.01268
10 H 2.00639 0.00132 0.96249
11 H 1.71476 1.03003 -1.28516
12 H -0.10701 2.31679 0.11853
13 H -0.75434 -1.36815 -1.48257
14 H -1.63781 0.30093 -1.05052
15 H -1.75167 -0.51231 1.03835

Forces on the atoms, in the same order (eV/Å):
-0.202 0.316 -0.056
-0.636 -0.648 0.319
-0.001 0.110 0.087
1.548 -0.047 1.958
0.209 0.461 -1.151
-0.490 2.466 -0.725
-0.364 0.118 1.579
-0.011 0.008 0.027
0.054 0.018 -0.038
0.159 -0.046 0.021
-0.031 -0.043 -0.036
-0.550 0.185 -0.247
-0.283 0.285 -0.143
0.498 -2.067 -0.720
0.101 -1.115 -0.875

=====

The following is a DFT calculation (ωB97M-V/def2-TZVPD) of C4H8O3 in the gas phase.

HOMO = -9.65 eV
Kohn-Sham gap = 10.149 eV
max |F| = 0.592 eV Å⁻¹
structure (SMILES) = C[C@@H](O)[C@@H](O)C=O

Geometry (Å):
1 C -0.80692 0.55933 -1.36249
2 C -0.57943 -0.41826 -0.21945
3 O 0.18230 -1.54492 -0.67362
4 C 0.15019 0.12038 1.02918
5 O 0.47259 -0.97488 1.82921
6 C 1.34576 1.03230 0.76964
7 O 2.45113 0.85229 1.21164
8 H -1.20091 0.00110 -2.21480
9 H -1.53666 1.33234 -1.09431
10 H 0.11668 1.04791 -1.68710
11 H -1.54855 -0.76711 0.15781
12 H -0.37900 -2.33040 -0.66980
13 H -0.56657 0.76480 1.56077
14 H 0.79463 -1.62400 1.17742
15 H 1.10477 1.94912 0.18591

Forces on the atoms, in the same order (eV/Å):
0.018 0.022 -0.059
-0.127 0.148 0.005
-0.120 -0.117 -0.162
-0.091 0.118 -0.039
0.048 -0.062 -0.025
0.290 -0.026 0.097
-0.509 0.014 -0.302
-0.022 0.103 0.061
0.161 -0.111 0.032
-0.104 -0.134 0.058
0.096 -0.036 -0.133
0.134 0.228 -0.073
0.068 -0.081 0.049
0.088 0.032 0.439
0.071 -0.099 0.051

=====

The following is a DFT calculation (ωB97M-V/def2-TZVPD) of C4H8O3 in the gas phase.

HOMO = -10.22 eV
Kohn-Sham gap = 11.078 eV
max |F| = 0.544 eV Å⁻¹
structure (SMILES) = COC(=O)[C@@H](C)O

Geometry (Å):
1 C 2.54785 -0.06876 0.53421
2 O 1.17931 0.30378 0.70880
3 C 0.28127 -0.53684 0.16404
4 O 0.57290 -1.53320 -0.44837
5 C -1.13604 0.00154 0.36013
6 C -1.49993 0.79926 -0.88588
7 O -2.03821 -1.05407 0.57568
8 H 2.73410 -1.05164 0.97589
9 H 3.13080 0.69824 1.04659
10 H 2.80467 -0.10244 -0.52831
11 H -1.12842 0.64779 1.24610
12 H -0.87760 1.69233 -0.98720
13 H -2.55095 1.10572 -0.83404
14 H -1.35648 0.16343 -1.76877
15 H -2.66325 -1.06512 -0.15887

Forces on the atoms, in the same order (eV/Å):
0.238 -0.041 -0.023
-0.154 -0.092 0.007
0.074 -0.282 -0.222
-0.126 0.421 0.320
0.176 0.201 0.019
-0.029 0.018 -0.110
-0.192 -0.047 -0.114
-0.029 0.153 -0.074
-0.091 -0.143 -0.101
-0.040 0.003 0.156
-0.015 -0.081 -0.130
-0.077 -0.116 0.000
0.178 0.031 0.019
-0.046 0.150 0.107
0.134 -0.175 0.145